# C30H62ClIN4O3P

3 unconnected molecules or ions with the total composition C30H62ClIN4O3P (ωB97M-V/def2-TZVPD, OMol25).

* molar mass: 720.2 g mol⁻¹
* energy above the lowest of the compared OMol25 structures with the same formula, charge and spin: 0.0000 eV
* gap between HOMO and LUMO: 5.46 eV
* E: -2723.99690 hartree
* F_max: 0.0104 Eh/bohr

```
! wB97M-V def2-TZVPD RIJCOSX def2/J DEFGRID3
* xyz 1 1
C 4.93 0.40 0.82
C 6.04 -0.66 0.65
C 5.56 -1.87 -0.15
C 5.48 -1.60 -1.66
C 5.43 -2.88 -2.50
C 4.61 -2.77 -3.80
C 3.10 -2.68 -3.53
C 2.57 -1.25 -3.31
C 1.40 -0.88 -4.23
C 0.82 0.52 -3.91
C 0.88 0.94 -2.46
C 1.76 1.94 -2.00
P 2.91 2.72 -3.30
O 4.27 2.24 -2.51
O 2.78 4.30 -2.96
C 1.74 2.25 -0.66
I 2.97 3.64 0.26
C 0.81 1.56 0.16
Cl 0.66 1.88 1.84
N 0.01 0.64 -0.30
N 0.06 0.34 -1.58
C -0.89 -0.73 -1.99
C -1.88 -1.14 -0.93
C -1.36 -2.11 0.14
O -0.48 -3.07 -0.40
C 0.86 -2.93 0.03
H 5.31 1.42 0.71
H 4.15 0.27 0.07
H 4.45 0.32 1.80
H 6.89 -0.21 0.14
H 6.36 -0.99 1.64
H 4.54 -2.10 0.19
H 6.19 -2.74 0.04
H 4.58 -1.00 -1.84
H 6.33 -0.98 -1.96
H 6.46 -3.15 -2.77
H 5.05 -3.72 -1.91
H 4.82 -3.64 -4.42
H 4.93 -1.89 -4.37
H 2.54 -3.13 -4.36
H 2.87 -3.28 -2.65
H 2.24 -1.15 -2.27
H 3.38 -0.55 -3.50
H 0.63 -1.65 -4.20
H 1.74 -0.85 -5.27
H -0.21 0.60 -4.27
H 1.39 1.26 -4.48
H 5.04 2.79 -2.69
H 3.26 4.61 -2.18
H -1.43 -0.33 -2.85
H -0.30 -1.60 -2.30
H -2.68 -1.66 -1.47
H -2.35 -0.28 -0.47
H -0.86 -1.55 0.94
H -2.21 -2.61 0.60
H 1.45 -3.67 -0.51
H 0.95 -3.09 1.10
H 1.26 -1.93 -0.19
C -3.07 2.48 -1.29
C -4.01 3.59 -0.86
N -5.20 3.67 -1.68
C -5.96 4.89 -1.49
C -6.60 5.13 -0.12
C -5.97 2.44 -1.78
C -6.49 1.81 -0.48
H -2.82 2.57 -2.35
H -2.14 2.54 -0.71
H -3.50 1.49 -1.12
H -3.49 4.55 -0.96
H -4.23 3.48 0.21
H -6.74 4.92 -2.26
H -5.29 5.72 -1.71
H -7.47 4.50 0.05
H -6.94 6.17 -0.05
H -5.89 4.97 0.70
H -5.36 1.69 -2.30
H -6.81 2.63 -2.45
H -5.72 1.78 0.30
H -6.80 0.78 -0.66
H -7.35 2.34 -0.07
C -1.95 -0.15 3.38
C -1.86 -0.56 4.84
N -1.80 -2.00 5.01
C -1.99 -2.43 6.38
C -0.94 -2.03 7.42
C -0.75 -2.68 4.27
C 0.70 -2.24 4.52
H -2.79 -0.65 2.89
H -2.10 0.93 3.30
H -1.04 -0.39 2.84
H -2.75 -0.21 5.36
H -1.01 -0.04 5.30
H -2.10 -3.52 6.38
H -2.97 -2.05 6.71
H -0.02 -2.60 7.32
H -1.33 -2.22 8.42
H -0.70 -0.96 7.36
H -0.96 -2.57 3.20
H -0.84 -3.75 4.47
H 0.80 -1.15 4.53
H 1.35 -2.62 3.72
H 1.10 -2.62 5.46
*
```

Atom charges from the Löwdin analysis, given in e for atoms 1 to 2:
1 C -0.13
2 C -0.24

---

# C7H14OSi

C7H14OSi in the gas phase in a non-equilibrium geometry (ωB97M-V/def2-TZVPD, OMol25).

* molar mass: 142.3 g mol⁻¹
* energy above the lowest of the compared OMol25 structures with the same formula, charge and spin: 1.8516 eV
* gap between HOMO and LUMO: 10.02 eV
* E: -639.76573 hartree
* F_max: 0.0724 Eh/bohr
* SMILES: C=C[Si](C)(C)C(=C)CO

```
! wB97M-V def2-TZVPD RIJCOSX def2/J DEFGRID3
* xyz 0 1
C 2.88 -0.56 0.98
C 1.56 -0.51 0.93
Si 0.50 0.42 -0.27
C 1.23 0.29 -2.16
C 0.18 2.14 0.31
C -1.18 -0.56 -0.10
C -1.32 -1.62 -0.94
C -2.07 -0.42 1.09
O -3.35 -1.10 1.11
H 3.68 -0.08 0.44
H 3.21 -1.06 1.90
H 0.97 -0.80 1.77
H 2.39 0.42 -2.13
H 1.12 -0.64 -2.64
H 0.72 1.01 -2.77
H -0.58 2.66 -0.17
H -0.04 2.24 1.39
H 1.11 2.70 0.09
H -2.26 -2.15 -0.66
H -0.86 -1.76 -1.91
H -2.32 0.69 1.25
H -1.48 -0.69 1.91
H -4.11 -0.62 0.60
*
```

Atom charges from the Löwdin analysis, given in e for atoms 1 to 2:
1 C -0.05
2 C -0.24

---

# C23H39IrN7O5

A molecular structure, C23H39IrN7O5 in a non-equilibrium geometry (ωB97M-V/def2-TZVPD, OMol25).

* molar mass: 685.8 g mol⁻¹
* energy above the lowest of the compared OMol25 structures with the same formula, charge and spin: 1.8121 eV
* gap between HOMO and LUMO (alpha / beta): 6.16 / 5.84 eV
* E: -1763.01969 hartree
* F_max: 0.0532 Eh/bohr
* <S²>: 0.769

```
! wB97M-V def2-TZVPD RIJCOSX def2/J DEFGRID3
* xyz 2 2
Ir -0.12 0.15 0.27
C 0.85 -3.51 2.70
C 1.12 -2.04 2.73
C 1.92 -1.51 3.87
O 1.44 -1.47 1.53
C -0.74 -1.41 3.02
O -0.93 -1.41 4.18
O -1.14 -1.19 1.90
H 1.79 -4.05 2.53
H 0.15 -3.78 1.90
H 0.44 -3.85 3.65
H 2.90 -2.00 3.86
H 1.44 -1.71 4.82
H 2.10 -0.44 3.77
H 1.26 -2.10 0.80
C -3.56 2.15 -1.86
C -2.22 1.50 -1.66
O -1.95 1.12 -0.50
C -1.34 1.33 -2.79
C -1.85 1.37 -4.10
C -1.06 1.12 -5.19
C 0.30 0.84 -5.00
C 0.84 0.84 -3.74
C 0.05 1.08 -2.59
O 0.64 1.11 -1.43
H -4.02 2.36 -0.90
H -4.22 1.48 -2.41
H -3.45 3.08 -2.43
H -2.90 1.58 -4.26
H -1.48 1.13 -6.18
H 0.93 0.64 -5.85
H 1.89 0.64 -3.57
C 2.78 -1.32 -1.18
N 1.95 -2.48 -1.44
C 2.67 -3.75 -1.47
C 0.61 -2.39 -1.74
N -0.18 -1.65 -0.99
N 0.13 -3.13 -2.75
C -1.31 -3.27 -2.93
C 0.94 -3.64 -3.84
H 3.48 -1.17 -2.01
H 3.37 -1.45 -0.27
H 2.17 -0.42 -1.09
H 3.22 -3.86 -0.54
H 3.39 -3.80 -2.29
H 1.97 -4.58 -1.55
H -1.14 -1.67 -1.29
H -1.80 -3.55 -1.99
H -1.50 -4.06 -3.64
H -1.77 -2.35 -3.31
H 1.94 -3.22 -3.83
H 0.47 -3.37 -4.79
H 1.01 -4.73 -3.80
C -1.69 1.83 2.50
N -0.35 1.83 1.81
C 0.69 1.86 2.88
N 0.53 3.02 3.72
C -0.78 2.98 4.38
N -1.82 2.98 3.35
C -1.72 4.21 2.56
N -0.41 4.25 1.91
C -0.26 3.11 1.04
C 0.64 4.24 2.93
H -1.79 0.93 3.10
H -2.47 1.84 1.73
H 1.68 1.87 2.42
H 0.57 0.97 3.50
H -0.89 3.85 5.02
H -0.87 2.07 4.98
H -1.84 5.08 3.20
H -2.51 4.22 1.81
H 0.71 3.16 0.54
H -1.05 3.13 0.29
H 0.54 5.11 3.58
H 1.61 4.27 2.44
*
```

Atom charges from the Löwdin analysis, given in e for atoms 1 to 2:
1 Ir 1.46
2 C 0.02